1.
Below is a molecular structure, ClH2O2PS2 in a non-equilibrium geometry, with properties calculated with ωB97M-V/def2-TZVPD.

Geometry as XYZ:
```
8
Properties=species:S:1:pos:R:3:nbo_charge:R:1
O 0.1750 -0.3792 2.5759 -0.86
O 1.7564 0.1965 0.8445 -0.91
P -0.4403 0.0195 -1.0486 0.76
S -1.1105 1.5717 -0.0129 -0.46
S 0.8264 0.6662 1.8213 1.66
Cl -1.8203 -1.4418 -1.1088 -0.23
H 0.7615 -0.6538 -0.6538 0.05
H -0.1482 0.0210 -2.4175 -0.01
```

For the gap between HOMO and LUMO, the calculation gives 9.44 eV. The value obtained for the strongest force on any atom is 1.7 eV/A. The value obtained for the LUMO energy is -0.0183 Eh. Its energy above the lowest of the compared OMol25 structures with the same formula, charge and spin is 52.6 kcal per mole.

=====

2.
Below is 2 unconnected molecules or ions with the total composition C2H3F2P in a non-equilibrium geometry, with properties calculated with ωB97M-V/def2-TZVPD.

Geometry as XYZ:
```
8
Properties=species:S:1:pos:R:3:nbo_charge:R:1
C -0.3178 -0.5951 0.1155 -0.60
C -0.9790 -0.7094 1.2030 0.75
F -0.6622 -1.4859 2.2223 -0.30
F -2.2081 -0.1716 1.3794 -0.32
P 2.3360 1.4258 -2.3026 0.11
H 0.6432 -1.0587 -0.2242 0.24
H -0.5282 0.0263 -0.6852 0.23
H 1.7161 2.5686 -1.7082 -0.11
```

For the gap between HOMO and LUMO (alpha / beta), the calculation gives 10.38 / 8.99 eV. The value obtained for the strongest force on any atom is 4.2 eV/A. The multiplicity is 3. The expectation value of S² is 2.004. The value obtained for the LUMO energy (alpha / beta) is 0.0346 / -0.0510 Eh. Its energy above the lowest of the compared OMol25 structures with the same formula, charge and spin is 2.4 kcal per mole.

=====

3.
Below is 4 unconnected molecules or ions with the total composition C2H14NO3S in a non-equilibrium geometry, with properties calculated with ωB97M-V/def2-TZVPD.

Geometry as XYZ:
```
21
Properties=species:S:1:pos:R:3:nbo_charge:R:1
C -1.5907 -1.1931 0.6540 -0.32
C -1.0593 0.1338 0.2290 -0.57
S -1.2259 0.5114 -1.5574 -0.04
N -0.7896 -1.8102 1.7840 -1.03
H -1.7305 -1.9713 -0.0899 0.23
H -2.6355 -1.0731 0.9913 0.22
H 0.0470 0.1372 0.2376 0.24
H -1.1137 1.0234 0.8633 0.24
H -2.5362 0.4640 -1.6261 0.11
H -0.4073 -2.7390 1.5256 0.37
H -1.2261 -1.9297 2.8049 0.15
H 0.0432 -1.2684 2.0289 0.43
H 2.3623 -0.6410 1.1733 0.48
H 2.7416 -2.0315 1.1296 0.48
O 1.9297 -1.5299 1.2331 -0.98
H 2.8884 0.6742 -1.7831 0.47
H 1.7408 1.2889 -1.0353 0.47
O 2.1744 0.4331 -1.2162 -0.94
H 1.0186 2.8399 -0.8250 0.46
H 0.3092 3.4079 0.3325 0.49
O 0.9441 2.7009 0.1230 -0.94
```

For the gap between HOMO and LUMO (alpha / beta), the calculation gives 3.33 / 9.52 eV. The value obtained for the strongest force on any atom is 3.1 eV/A. The multiplicity is 2. The expectation value of S² is 0.751. The value obtained for the LUMO energy (alpha / beta) is 0.0053 / 0.0042 Eh. Its energy above the lowest of the compared OMol25 structures with the same formula, charge and spin is 8.7 kcal per mole.

=====

4.
Below is 2 unconnected molecules or ions with the total composition C5H15N2 in a non-equilibrium geometry, with properties calculated with ωB97M-V/def2-TZVPD.

Geometry as XYZ:
```
22
Properties=species:S:1:pos:R:3:nbo_charge:R:1
C 0.4021 0.6618 1.7344 -0.33
C -0.4685 0.4394 0.4024 0.40
C -0.8190 -1.0499 0.1954 -0.58
C 0.2755 -1.9596 -0.5450 -0.37
C 0.6858 -1.2177 -1.8015 -0.61
N 0.1854 2.5198 -1.9715 -1.09
N -0.1941 0.3445 3.0910 -0.70
H 0.6571 1.6354 1.7839 0.22
H 1.2272 -0.1096 1.7532 0.24
H -0.4937 3.2256 -2.4176 0.40
H -1.1739 1.2666 0.3312 0.21
H -1.1046 -1.5732 1.1361 0.31
H -1.7182 -1.2233 -0.4132 0.26
H -0.1374 -2.9466 -0.7618 0.25
H 1.1659 -2.2422 0.1957 0.22
H 1.6397 -1.6639 -2.0740 0.25
H 0.8177 -0.1062 -1.5774 0.20
H 1.0335 2.9926 -1.6305 0.39
H -0.0157 -1.3497 -2.6677 0.24
H -0.3850 1.9309 -1.3334 0.33
H -0.6244 -0.5719 3.3251 0.39
H -0.9555 0.9973 3.2451 0.37
```

For the gap between HOMO and LUMO, the calculation gives 5.72 eV. The value obtained for the strongest force on any atom is 6.8 eV/A. Its total charge is +1. The value obtained for the LUMO energy is -0.2857 Eh. Its energy above the lowest of the compared OMol25 structures with the same formula, charge and spin is 130.0 kcal per mole.

=====

5.
Below is C6H5N3O3S in the gas phase in a non-equilibrium geometry, with properties calculated with ωB97M-V/def2-TZVPD.

Geometry as XYZ:
```
18
Properties=species:S:1:pos:R:3:nbo_charge:R:1
C -1.5989 -1.1084 1.8649 -0.19
C -1.4101 0.3500 1.8478 -0.19
C -0.9523 -2.0709 1.1360 -0.23
C -0.6374 0.8296 0.8076 -0.21
C -0.1914 -1.5212 0.0721 0.10
C -0.2221 -0.0641 -0.1522 0.06
N 0.6455 -2.1389 -0.8015 -0.19
N 1.1282 -1.1681 -1.4878 -0.12
N 0.6381 0.0741 -1.2414 0.23
O 3.1421 2.2470 -1.5520 -0.93
O 1.2487 3.3430 -0.8263 -0.94
O 0.7804 1.0289 -2.0613 -0.57
S 1.8607 2.7377 -1.9721 1.73
H -2.4040 -1.3856 2.5549 0.22
H -1.9520 1.0523 2.5300 0.24
H -1.1781 -3.1772 1.2391 0.25
H -0.4450 1.9612 0.5817 0.28
H 1.5474 -0.9895 -2.5397 0.46
```

For the gap between HOMO and LUMO (alpha / beta), the calculation gives 8.06 / 8.06 eV. The value obtained for the strongest force on any atom is 6.3 eV/A. The value obtained for the LUMO energy (alpha / beta) is -0.0384 / -0.0384 Eh. Its energy above the lowest of the compared OMol25 structures with the same formula, charge and spin is 141.0 kcal per mole.

=====

6.
Below is 2 unconnected molecules or ions with the total composition C25H39B2BrN4O18P2S in a non-equilibrium geometry, with properties calculated with ωB97M-V/def2-TZVPD.

Geometry as XYZ:
```
92
Properties=species:S:1:pos:R:3:lowdin_charge:R:1
C 0.6394 2.1633 0.4343 -0.08
C 2.0529 1.5744 0.2131 -0.11
B 2.0007 0.0208 0.3474 -0.50
O 2.1851 -0.5010 1.5967 0.14
C 1.7258 -1.1330 -0.7509 -0.15
C 3.0102 -1.9724 -0.5721 -0.17
N 4.2029 -1.1058 -0.6090 0.07
N 1.6605 -0.7575 -2.2360 0.08
N 2.3697 0.3854 -2.7157 0.10
C 1.6096 1.5036 -3.2243 -0.41
C 1.8977 1.9805 -4.6309 0.02
O 0.7971 2.0917 -2.5397 0.12
C 3.6049 0.0900 -3.4796 -0.40
C 3.6411 -0.8506 -4.6640 0.01
O 4.6051 0.6812 -3.1362 0.16
C 0.2488 -1.0743 -2.7199 -0.66
Br 0.0418 -1.0323 -4.6230 1.08
O -0.5811 -0.2187 -2.0120 -0.13
C -1.6868 0.4051 -2.6878 -0.18
C -2.5389 1.1524 -1.6427 -0.30
C -3.7993 0.3507 -1.2913 -0.04
C -2.9527 2.5477 -2.1429 -0.13
C -2.8442 3.6856 -1.1107 -0.39
C -1.4604 4.3789 -1.1210 -0.05
C -3.2690 3.3093 0.3014 -0.06
C 0.0212 -2.4259 -2.0512 -0.33
C -1.4208 -2.9127 -1.9881 -0.06
C -1.9463 -3.4810 -3.3015 -0.46
O -1.7479 -4.6365 -3.6238 0.14
O -2.6605 -2.6177 -4.1008 0.03
N 0.8159 -3.5843 -2.4585 0.14
C 1.2298 -3.8612 -3.5605 -0.79
S 1.8368 -4.2306 -4.9415 0.80
C 0.5124 -2.1235 -0.4933 -0.51
O 0.8531 -3.3922 -0.0223 -0.05
P -0.8532 -1.6096 0.6679 1.05
P -0.2025 -1.9672 2.6967 0.23
O -0.1943 -0.6862 3.3982 -0.28
O 1.1454 -2.7629 2.8423 -0.14
O -1.2888 -2.9312 3.3122 -0.14
H -0.0694 1.6214 -0.1733 0.02
H 0.6505 3.1982 0.1433 0.06
H 0.4024 2.1192 1.4879 0.10
H 2.5251 1.9728 -0.6722 0.08
H 2.6448 1.9463 1.0449 0.11
H 2.9435 -0.0512 1.9763 0.14
H 3.0026 -2.4236 0.4005 0.12
H 3.0606 -2.8029 -1.2748 0.13
H 4.7224 -1.2355 0.2445 0.09
H 4.8391 -1.3905 -1.3392 0.08
H 2.1822 -1.5442 -2.6467 0.14
H 2.7963 2.5849 -4.6390 0.11
H 1.0797 2.6146 -4.9215 0.10
H 1.9535 1.1755 -5.3452 0.05
H 2.8468 -1.5850 -4.6828 -0.01
H 3.6389 -0.2515 -5.5576 0.10
H 4.5727 -1.3896 -4.6042 0.10
H -2.3326 -0.3267 -3.1475 0.10
H -1.3584 1.1402 -3.4018 0.09
H -1.9615 1.2396 -0.7321 0.10
H -3.6665 -0.7249 -1.3609 0.06
H -4.6449 0.6170 -1.9098 0.08
H -4.0867 0.5708 -0.2734 0.08
H -2.3745 2.8584 -3.0091 0.11
H -3.9846 2.5298 -2.4619 0.11
H -3.5423 4.4414 -1.4487 0.12
H -0.7981 3.8255 -1.7707 0.05
H -1.0842 4.4302 -0.1107 0.06
H -1.5697 5.3821 -1.4979 0.07
H -3.5034 4.2257 0.8264 0.09
H -4.1630 2.7041 0.3345 0.07
H -2.4488 2.8596 0.8499 0.08
H -1.4765 -3.7024 -1.2583 0.14
H -2.1041 -2.1405 -1.6697 0.07
H -3.5566 -2.5320 -3.7619 0.12
H 1.2879 -3.3436 0.8405 0.08
H -0.8459 -0.2060 0.5992 -0.05
H 1.6579 -2.4200 3.5914 0.10
H -1.9591 -2.3913 3.7448 0.09
B -0.6541 0.1436 8.1785 -0.87
O 0.6485 0.6995 8.6100 0.23
C 1.6164 0.1045 7.9306 -0.40
O 2.7885 0.3239 8.0326 0.14
C 0.9757 -0.9105 6.9821 -0.40
O 1.5578 -1.6226 6.2108 0.12
O -0.3313 -0.8695 7.1449 0.23
O -1.3870 -0.4586 9.3078 0.23
C -2.5609 0.1523 9.4330 -0.40
O -3.3952 -0.0977 10.2509 0.15
C -2.6572 1.2255 8.3456 -0.40
O -3.5799 1.9634 8.1619 0.15
O -1.5361 1.1947 7.6341 0.23
```

For the gap between HOMO and LUMO, the calculation gives 6.62 eV. The value obtained for the strongest force on any atom is 2.7 eV/A. The value obtained for the LUMO energy is -0.0665 Eh. Its energy above the lowest of the compared OMol25 structures with the same formula, charge and spin is 0.0 kcal per mole.